(1)
Entry from the Open Molecules 2025 dataset: C2H4Cl2 as an isolated structure (the ωB97M-V functional and the def2-TZVPD basis).

Geometry (Å):
1 C -0.13857 0.79912 -0.28046
2 C 0.09110 -0.48603 0.36714
3 H 0.26154 0.77789 -1.31420
4 H -1.21475 1.02460 -0.19293
5 H 0.51597 1.47209 0.35728
6 H 0.11691 -0.63851 1.40979
7 Cl -1.15614 -1.59208 -0.16964
8 Cl 1.52394 -1.35708 -0.17699

The HOMO-LUMO gap comes out at 11.4 eV. Its total energy is -27183.3562 eV. Its highest occupied orbital energy is -10.395 eV.

---

(2)
Entry from the Open Molecules 2025 dataset: a 2-piece molecular cluster, C2H4Cl2O5PS overall (the ωB97M-V functional and the def2-TZVPD basis).

Geometry (Å):
1 C -2.32358 -0.74605 0.55972
2 C 0.94363 0.13254 0.16099
3 O -0.37584 -0.72220 -1.78083
4 O 0.89403 -2.60584 -0.30563
5 O -0.83589 1.88183 -0.78988
6 O 3.79497 2.68785 0.01887
7 O -1.17530 -1.57442 0.53543
8 P 0.03707 -1.41663 -0.46013
9 S 0.46330 1.35101 -1.19313
10 Cl 0.30850 0.74326 1.67548
11 Cl 2.60921 -0.18895 0.15650
12 H -3.10214 -1.20427 0.02550
13 H -1.97373 0.03848 -0.06761
14 H -2.66634 -0.22064 1.43064
15 H 3.40210 1.84403 0.03407

The HOMO-LUMO gap (spin up / spin down) comes out at 8.9 / 5.2 eV. Its total energy is -57545.0615 eV. Its charge is -1. Its highest occupied orbital energy (spin up / spin down) is -5.869 / -4.145 eV.

---

(3)
Entry from the Open Molecules 2025 dataset: a 3-piece molecular cluster, C2H4Cl3NO overall (the ωB97M-V functional and the def2-TZVPD basis).

Geometry (Å):
1 N -0.43407 -0.36365 -1.33750
2 C -1.26997 -0.83452 -2.12347
3 Cl -2.84459 -1.03512 -1.58448
4 Cl -1.08484 -1.26748 -3.84875
5 H 0.40383 -0.18842 -1.76775
6 C 0.97223 -0.57760 1.22474
7 O 2.09198 -0.39493 1.54687
8 H 0.21711 0.18283 1.52742
9 H 0.65447 -1.67380 0.83771
10 Cl 0.34721 3.53907 2.39446
11 H 0.94664 2.61363 3.13074

The HOMO-LUMO gap comes out at 10.5 eV. Its total energy is -43242.1569 eV. Its SMILES is N=C(Cl)Cl.C=O.Cl. Its highest occupied orbital energy is -9.999 eV.

---

(4)
Entry from the Open Molecules 2025 dataset: a 2-piece molecular cluster, C2H4ClF2N overall (the ωB97M-V functional and the def2-TZVPD basis).

Geometry (Å):
1 C -0.98731 -0.24924 0.83705
2 C -0.33721 -0.12735 -0.51128
3 N 1.40322 0.81200 -0.06538
4 F 1.31454 1.80011 -0.96683
5 F 2.40048 0.05188 -0.57558
6 Cl 0.25117 -1.59962 -1.19412
7 H -1.81950 -0.96110 0.94248
8 H -0.40641 -0.94333 1.46724
9 H -1.06620 0.71027 1.32200
10 H -0.75278 0.50639 -1.25558

The HOMO-LUMO gap comes out at 10.1 eV. Its total energy is -21580.9917 eV. Its highest occupied orbital energy is -9.465 eV.

---

(5)
Entry from the Open Molecules 2025 dataset: a 2-piece molecular cluster, C2H4ClFO overall (the ωB97M-V functional and the def2-TZVPD basis).

Geometry (Å):
1 C 0.58176 -0.78747 0.93922
2 C -0.53830 -0.27412 0.18919
3 H 1.23955 -0.25063 -0.92627
4 H 0.56248 -1.92802 1.25682
5 H 0.61163 -0.30968 1.94943
6 H -1.55345 -0.59138 0.62162
7 O 1.74163 -0.44031 0.27884
8 F -0.48154 -1.15976 -0.92618
9 Cl -0.63060 1.37703 -0.20983

The HOMO-LUMO gap comes out at 11.0 eV. Its total energy is -19423.5832 eV. Its highest occupied orbital energy is -10.316 eV.

---

(6)
Entry from the Open Molecules 2025 dataset: one molecule with the formula C2H4ClFO2 (the ωB97M-V functional and the def2-TZVPD basis).

Geometry (Å):
1 O 1.11662 1.22872 0.81218
2 C 0.86920 0.24472 -0.13176
3 F 0.79198 0.81129 -1.43023
4 C -0.49255 -0.50106 0.10086
5 O -0.67798 -1.39613 -0.81652
6 Cl -1.82043 0.81777 0.04454
7 H 0.30711 1.79439 1.07810
8 H 1.82016 -0.30998 -0.10921
9 H -0.33842 -0.76153 1.21421
10 H -1.57568 -1.92820 -0.76217

The HOMO-LUMO gap comes out at 11.4 eV. Its total energy is -21473.0485 eV. Its SMILES is O[C@H](F)[C@H](O)Cl. Its highest occupied orbital energy is -11.010 eV.

---

(7)
Entry from the Open Molecules 2025 dataset: a 2-piece molecular cluster, C2H4ClFO2 overall (the ωB97M-V functional and the def2-TZVPD basis).

Geometry (Å):
1 C -1.19034 0.41466 0.84680
2 O -0.63757 -0.82506 0.42611
3 C -0.22835 -0.96459 -0.78924
4 O 0.58022 -1.67029 -1.28167
5 F -0.93472 -0.05859 -1.64216
6 H -1.98929 0.58606 0.07269
7 H -0.47468 1.12625 0.92819
8 H -1.43423 0.21930 1.86528
9 Cl 2.52365 0.48961 -0.11062
10 H 3.78530 0.68266 -0.31539

The HOMO-LUMO gap comes out at 12.2 eV. Its total energy is -21473.3137 eV. Its SMILES is COC(=O)F.Cl. Its highest occupied orbital energy is -11.628 eV.

---

(8)
Entry from the Open Molecules 2025 dataset: one molecule with the formula C2H4ClIS (the ωB97M-V functional and the def2-TZVPD basis).

Geometry (Å):
1 Cl -3.40990 -1.34081 -0.05319
2 S -2.15430 0.24089 0.05643
3 C -0.55473 -0.62774 0.06183
4 C 0.60643 0.54609 -0.07376
5 I 2.53260 -0.38598 -0.07179
6 H -0.49854 -1.29173 -0.79634
7 H -0.41852 -1.16470 0.99457
8 H 0.54530 1.21163 0.77572
9 H 0.47282 1.07262 -1.00934

The HOMO-LUMO gap comes out at 8.9 eV. Its total energy is -33596.8608 eV. Its SMILES is ClSCCI. Its highest occupied orbital energy is -9.163 eV.

---

(9)
Entry from the Open Molecules 2025 dataset: one molecule with the formula C2H4ClN2P (the ωB97M-V functional and the def2-TZVPD basis).

Geometry (Å):
1 Cl 3.47694 -1.12376 0.11188
2 N 2.24543 0.03801 -0.26653
3 C 0.58512 -0.38718 -0.18586
4 C -0.09910 0.85314 0.20284
5 N 0.76575 1.96276 0.05021
6 P 2.30906 1.68412 -0.03070
7 H 0.37274 -0.98680 0.64993
8 H 0.25186 -0.83733 -1.14967
9 H -1.03481 1.09530 -0.40926
10 H -0.29494 0.74298 1.22794

The HOMO-LUMO gap comes out at 9.2 eV. Its total energy is -26927.7385 eV. Its SMILES is ClN1CCN=P1. Its highest occupied orbital energy is -8.967 eV.

---

(10)
Entry from the Open Molecules 2025 dataset: one molecule with the formula C2H4ClN3O (the ωB97M-V functional and the def2-TZVPD basis).

Geometry (Å):
1 O -0.97591 1.10774 0.92253
2 C -0.53594 0.09774 0.16823
3 Cl -2.13484 -0.60933 -0.43373
4 C 0.46647 0.29283 -0.99617
5 N 1.41851 -0.83516 -0.78255
6 N 1.26912 -1.34495 0.31362
7 N 0.12372 -0.91239 0.97234
8 H -0.63430 1.97643 0.62647
9 H 0.12406 0.17254 -1.93637
10 H 0.99114 1.12346 -0.74980
11 H -0.11202 -1.06892 1.89544

The HOMO-LUMO gap comes out at 10.2 eV. Its total energy is -21176.8077 eV. Its SMILES is O[C@@]1(Cl)CN=NN1. Its highest occupied orbital energy is -9.806 eV.

---

(11)
Entry from the Open Molecules 2025 dataset: a 2-piece molecular cluster, C2H4ClN7S overall (the ωB97M-V functional and the def2-TZVPD basis).

Geometry (Å):
1 C -0.05609 1.26016 2.21997
2 C 1.33270 -0.26557 1.51946
3 N 0.97380 1.37392 3.00469
4 N -0.72776 0.00491 0.33495
5 N -0.06914 -0.04416 -1.60085
6 N 1.68346 0.30903 2.67475
7 N 0.12897 0.36426 1.24307
8 N -1.19099 -0.40836 -2.13867
9 N -1.22239 -1.07383 -3.32538
10 S 1.92016 -1.58073 0.75181
11 Cl -2.08599 -0.24801 -4.65807
12 H -0.88232 1.91158 2.19255
13 H 2.55291 0.01157 3.19028
14 H -2.07139 -0.37115 -1.70474
15 H -0.28592 -1.24363 -3.70382

The HOMO-LUMO gap (spin up / spin down) comes out at 6.8 / 7.0 eV. Its total energy is -35918.1489 eV. The spin multiplicity is 3. Its highest occupied orbital energy (spin up / spin down) is -7.594 / -8.159 eV.

---

(12)
Entry from the Open Molecules 2025 dataset: C2H4ClNO as an isolated structure (the ωB97M-V functional and the def2-TZVPD basis).

Geometry (Å):
1 C 0.72685 -1.06804 0.72045
2 C -0.23720 0.33142 -0.25105
3 N -1.17658 0.80841 0.69800
4 O 0.45882 -1.18691 1.86325
5 Cl -0.95628 2.48425 1.15406
6 H 1.47510 -1.58905 0.12205
7 H 0.45652 1.04553 -0.66478
8 H -0.74292 -0.27631 -0.99486
9 H -1.09100 0.26423 1.56691

The HOMO-LUMO gap comes out at 9.7 eV. Its total energy is -18196.0423 eV. Its highest occupied orbital energy is -8.883 eV.

---

(13)
Entry from the Open Molecules 2025 dataset: one molecule with the formula C2H4ClNO2 (the ωB97M-V functional and the def2-TZVPD basis).

Geometry (Å):
1 C -0.38621 0.06226 0.00399
2 C 1.03522 -0.56818 0.08670
3 Cl 2.03733 -0.31482 1.84070
4 N 1.01580 -1.99815 0.04851
5 O 1.82297 -2.56911 -0.61948
6 O 0.10709 -2.54875 0.63745
7 H -0.73525 -0.05257 -0.98311
8 H -0.43426 1.04617 0.46618
9 H -0.98338 -0.70316 0.47681
10 H 1.70362 -0.17729 -0.66787

The HOMO-LUMO gap comes out at 10.5 eV. Its total energy is -20242.7062 eV. Its SMILES is C[C@@H](Cl)[N+](=O)[O-]. Its highest occupied orbital energy is -11.511 eV.

---

(14)
Entry from the Open Molecules 2025 dataset: a 2-piece molecular cluster, C2H4ClNO2 overall (the ωB97M-V functional and the def2-TZVPD basis).

Geometry (Å):
1 O 2.30708 1.05158 -0.94123
2 C 1.72768 0.31197 -0.26004
3 O 1.58249 0.06308 1.03877
4 C 1.06523 -0.94524 0.10881
5 Cl 1.97710 -2.45441 0.00618
6 H 0.02093 -0.99401 0.12651
7 N -2.01571 0.46312 -0.09640
8 H -2.28581 0.77257 0.84531
9 H -2.95709 0.48266 -0.46503
10 H -1.42191 1.24868 -0.36288

The HOMO-LUMO gap comes out at 11.1 eV. Its total energy is -20244.7307 eV. Its SMILES is O=C1O[C@@H]1Cl.N. Its highest occupied orbital energy is -10.455 eV.

---

(15)
Entry from the Open Molecules 2025 dataset: a 2-piece molecular cluster, C2H4ClNOS overall (the ωB97M-V functional and the def2-TZVPD basis).

Geometry (Å):
1 C 1.00358 0.97828 -0.37448
2 C 1.60344 -0.12783 -0.02717
3 N -2.06011 -0.99674 1.22715
4 O -1.84794 0.19643 -0.97280
5 S -1.32930 -0.86187 -0.10768
6 Cl 1.55263 -1.62231 -0.90093
7 H 0.56915 1.08035 -1.42501
8 H 1.05962 1.88271 0.15745
9 H 2.11743 -0.14387 0.81615
10 H -2.66849 -0.38515 1.60731

The HOMO-LUMO gap comes out at 9.8 eV. Its total energy is -29031.6679 eV. Its highest occupied orbital energy is -10.241 eV.

---

(16)
Entry from the Open Molecules 2025 dataset: a 2-piece molecular cluster, C2H4ClO overall (the ωB97M-V functional and the def2-TZVPD basis).

Geometry (Å):
1 C -0.74626 -0.99276 0.65600
2 C 1.52745 -0.28426 0.54808
3 O 0.43360 -0.62004 0.67803
4 Cl 0.41003 1.67616 -1.56551
5 H -1.09374 -1.91416 0.18671
6 H -1.53547 -0.42662 1.31552
7 H 1.93734 0.46275 -0.13934
8 H -0.93295 2.09893 -1.67950

The HOMO-LUMO gap (spin up / spin down) comes out at 8.7 / 9.0 eV. Its total energy is -16694.5997 eV. Its charge is +1. Its highest occupied orbital energy (spin up / spin down) is -15.145 / -15.305 eV.

---

(17)
Entry from the Open Molecules 2025 dataset: a 2-piece molecular cluster, C2H4ClO2S overall (the ωB97M-V functional and the def2-TZVPD basis).

Geometry (Å):
1 C -0.22644 -0.26247 -0.17001
2 C 0.46545 1.07042 -0.13174
3 O 2.87992 -0.11865 -0.51226
4 O 1.10089 1.30851 -1.42293
5 S 2.39492 1.19040 -0.31180
6 Cl 5.11201 2.45508 0.77917
7 H -0.80597 -0.28430 -1.16611
8 H -0.91469 -0.37567 0.66312
9 H 0.49138 -1.08916 -0.37211
10 H -0.23752 1.89123 0.30657

The HOMO-LUMO gap comes out at 7.4 eV. Its total energy is -29591.3853 eV. Its charge is -1. Its highest occupied orbital energy is -3.914 eV.

---

(18)
Entry from the Open Molecules 2025 dataset: a 2-piece molecular cluster, C2H4ClO4S overall (the ωB97M-V functional and the def2-TZVPD basis).

Geometry (Å):
1 C -0.82849 -2.22844 0.60464
2 C 0.38957 -2.12562 0.01793
3 O 0.73834 1.94870 0.73171
4 O 1.56670 -0.19626 1.58364
5 O 2.82602 1.80344 2.02314
6 O 2.78935 0.81349 -0.19675
7 S 1.90707 1.07278 0.89185
8 Cl 0.75585 -1.00700 -1.30624
9 H -0.75480 -2.88595 1.40946
10 H 3.29090 0.99856 2.35468
11 H -1.81421 -1.89504 0.33809
12 H 1.29572 -2.60333 0.35942

The HOMO-LUMO gap comes out at 8.8 eV. Its total energy is -33687.3969 eV. Its charge is -1. Its highest occupied orbital energy is -5.014 eV.

---

(19)
Entry from the Open Molecules 2025 dataset: a 2-piece molecular cluster, C2H4ClOP overall (the ωB97M-V functional and the def2-TZVPD basis).

Geometry (Å):
1 C 1.35773 1.02299 0.36426
2 C 0.65326 -0.10392 0.07626
3 O -1.35836 -1.50467 0.73472
4 P -1.17199 0.03551 0.26235
5 Cl -1.55462 0.62531 -2.63082
6 H 2.47476 0.99418 0.23765
7 H 0.94695 1.90807 0.83622
8 H 0.88622 -1.16158 -0.34828
9 H -2.23396 -1.81588 0.46764

The HOMO-LUMO gap (spin up / spin down) comes out at 7.3 / 7.3 eV. Its total energy is -25995.7062 eV. Its highest occupied orbital energy (spin up / spin down) is -9.254 / -9.255 eV.

---

(20)
Entry from the Open Molecules 2025 dataset: one molecule with the formula C2H4ClOP (the ωB97M-V functional and the def2-TZVPD basis).

Geometry (Å):
1 C -0.34594 0.98174 1.53358
2 O -0.55122 -0.25842 0.89386
3 P 0.65362 -0.45729 -0.45835
4 C 0.26245 -1.12678 -1.97679
5 Cl 1.46000 -1.21864 -3.07801
6 H -1.32725 1.32290 1.71566
7 H 0.43041 1.56839 0.96392
8 H 0.08180 0.76075 2.56343
9 H -0.66387 -1.57263 -2.15728

The HOMO-LUMO gap comes out at 9.0 eV. Its total energy is -25995.0898 eV. Its SMILES is CO/P=C/Cl. Its highest occupied orbital energy is -9.006 eV.

---

| no. | largest force on an atom (Eh/bohr) |
| --- | --- |
| 1 | 0.0579 |
| 2 | 0.0547 |
| 3 | 0.0620 |
| 4 | 0.0691 |
| 5 | 0.1198 |
| 6 | 0.0978 |
| 7 | 0.0713 |
| 8 | 0.0548 |
| 9 | 0.0663 |
| 10 | 0.1002 |
| 11 | 0.1110 |
| 12 | 0.0839 |
| 13 | 0.0691 |
| 14 | 0.0495 |
| 15 | 0.1149 |
| 16 | 0.1103 |
| 17 | 0.0678 |
| 18 | 0.0688 |
| 19 | 0.0534 |
| 20 | 0.0916 |